No. 1
C30H80CoF2NO14S2 as an isolated structure. Source: OMol25; level of theory: ωB97M-V/def2-TZVPD.

## Properties
Frontier orbital gap (alpha / beta): 6.343 / 5.552 eV
Electronic energy: -127281.5909 eV
LUMO energy (alpha / beta): -4.8 / -5.6 eV

ORCA input file:
```
! RIJCOSX wB97M-V def2-TZVPD def2/J DEFGRID3
* xyz 1 4
Co -0.333 2.791 -0.226
N 0.364 1.049 -0.251
S 1.709 0.245 -0.263
O 1.993 -0.357 -1.595
O 2.334 -0.228 0.989
F 2.609 1.570 -0.330
S -0.466 -0.516 -0.258
O -0.522 -1.344 0.939
O -0.453 -1.271 -1.496
F -1.985 0.129 -0.279
C -2.706 -3.196 -4.390
C -3.484 -2.302 -3.365
C -3.890 -0.975 -3.953
O -4.662 -3.101 -3.059
H -3.222 -3.715 -5.198
H -2.275 -4.085 -3.929
H -1.799 -2.755 -4.804
H -3.001 -2.004 -2.434
H -3.190 -0.687 -4.737
H -4.130 -0.249 -3.177
H -4.870 -1.086 -4.420
H -5.332 -2.445 -2.853
C 1.963 -3.902 1.302
C 0.867 -4.542 0.500
C 1.289 -5.974 0.021
O -0.157 -4.749 1.375
H 2.151 -4.464 2.217
H 1.644 -2.936 1.693
H 2.877 -3.830 0.712
H 0.488 -3.854 -0.255
H 1.901 -6.520 0.740
H 1.909 -5.872 -0.869
H 0.361 -6.478 -0.248
H -0.808 -5.296 0.930
C -4.549 -1.502 5.839
C -3.667 -2.112 4.744
C -2.486 -1.203 4.294
O -3.176 -3.241 5.226
H -4.017 -1.050 6.676
H -5.271 -2.255 6.156
H -5.153 -0.714 5.390
H -4.212 -2.357 3.832
H -3.007 -0.253 4.176
H -1.901 -1.670 3.502
H -1.801 -1.074 5.133
H -2.778 -3.632 4.445
C 3.435 -3.483 -5.023
C 2.653 -2.692 -3.934
C 2.193 -3.604 -2.926
O 3.497 -1.785 -3.279
H 3.636 -2.839 -5.879
H 2.839 -4.345 -5.324
H 4.344 -3.872 -4.564
H 1.774 -2.285 -4.434
H 2.960 -4.171 -2.399
H 1.554 -4.320 -3.445
H 1.581 -3.144 -2.151
H 2.897 -1.113 -2.948
C -5.427 -1.213 -0.103
C -6.337 -0.005 -0.377
C -6.041 0.802 -1.657
O -7.564 -0.622 -0.390
H -5.564 -1.577 0.915
H -4.384 -0.947 -0.276
H -5.467 -1.940 -0.914
H -6.270 0.652 0.489
H -4.997 1.099 -1.758
H -6.610 1.727 -1.565
H -6.343 0.197 -2.512
H -8.262 -0.004 -0.164
C 0.816 2.403 -4.080
C 1.830 2.773 -2.953
C 2.939 3.775 -3.244
O 1.008 3.413 -1.953
H 0.251 3.269 -4.426
H 0.070 1.706 -3.698
H 1.441 2.012 -4.883
H 2.199 1.787 -2.669
H 3.411 3.736 -4.225
H 3.770 3.696 -2.543
H 2.565 4.780 -3.046
H 0.550 4.105 -2.436
C -2.856 3.304 3.531
C -2.440 2.483 2.220
C -3.566 2.526 1.121
O -1.290 3.001 1.688
H -2.083 3.277 4.299
H -3.847 2.956 3.823
H -3.039 4.343 3.256
H -2.223 1.449 2.486
H -4.409 1.999 1.567
H -3.423 1.772 0.347
H -3.924 3.491 0.763
H -0.599 2.864 2.340
C 1.870 6.277 1.361
C 2.308 4.923 0.785
C 3.623 4.408 1.381
O 1.379 3.891 1.059
H 0.792 6.308 1.202
H 2.451 7.142 1.041
H 1.902 6.059 2.428
H 2.546 4.988 -0.277
H 3.550 4.267 2.459
H 4.429 5.134 1.279
H 4.019 3.471 0.991
H 1.562 3.606 1.957
C 2.621 1.168 3.936
C 1.061 1.287 3.758
C 0.331 1.062 5.099
O 0.714 2.591 3.438
H 3.123 1.274 2.974
H 2.899 0.131 4.126
H 2.994 1.833 4.715
H 0.674 0.638 2.973
H 0.802 1.651 5.885
H 0.620 0.042 5.354
H -0.744 1.189 4.974
H 1.015 3.072 4.211
C 6.560 0.723 -2.105
C 6.365 -0.693 -1.478
C 5.143 -0.733 -0.623
O 6.278 -1.518 -2.620
H 7.532 0.797 -2.594
H 6.536 1.591 -1.446
H 5.731 0.961 -2.771
H 7.135 -0.906 -0.736
H 4.898 -1.721 -0.233
H 4.249 -0.448 -1.177
H 5.274 -0.119 0.267
H 5.355 -1.770 -2.704
*
```


No. 2
A 8-piece molecular cluster, C30H82N6O8 overall. Source: OMol25; level of theory: ωB97M-V/def2-TZVPD.

## Properties
Frontier orbital gap: 9.058 eV
Electronic energy: -57755.3788 eV
Energy relative to the best compared isomer or geometry (same formula, charge and spin): 44.70 kcal/mol
LUMO energy: 0.6 eV

ORCA input file:
```
! RIJCOSX wB97M-V def2-TZVPD def2/J DEFGRID3
* xyz 0 1
C -7.192 -2.301 2.587
O -6.285 -1.216 2.679
C -5.352 -1.230 1.669
C -4.444 0.002 1.742
C -3.652 0.073 0.429
N -3.516 0.168 2.854
H -7.756 -2.260 1.619
H -7.777 -2.304 3.499
H -6.559 -3.177 2.591
H -4.628 -2.092 1.737
H -5.776 -1.201 0.622
H -5.084 0.926 1.832
H -3.308 1.083 0.301
H -4.231 -0.159 -0.452
H -2.682 -0.468 0.470
H -3.895 0.214 3.786
H -2.959 -0.701 2.878
C 6.295 0.106 -3.922
O 6.673 1.178 -3.052
C 5.513 1.930 -2.692
C 5.925 3.184 -1.946
C 6.577 2.749 -0.650
N 4.787 4.016 -1.711
H 5.580 0.518 -4.736
H 5.821 -0.760 -3.433
H 7.156 -0.132 -4.496
H 4.995 2.177 -3.598
H 4.845 1.364 -2.052
H 6.673 3.790 -2.567
H 7.512 2.275 -0.902
H 6.028 2.006 -0.118
H 6.796 3.584 0.069
H 4.322 4.186 -2.583
H 4.144 3.502 -1.092
C 0.311 -6.962 -1.898
O -0.857 -6.272 -2.241
C -1.841 -6.264 -1.182
C -3.113 -5.806 -1.929
C -3.201 -4.247 -2.106
N -4.357 -6.147 -1.145
H 0.940 -6.415 -1.227
H 0.883 -7.210 -2.825
H 0.127 -7.962 -1.477
H -1.951 -7.235 -0.681
H -1.497 -5.591 -0.397
H -3.058 -6.254 -2.959
H -4.004 -3.836 -2.679
H -2.301 -3.876 -2.527
H -3.280 -3.741 -1.071
H -4.657 -7.129 -1.320
H -5.093 -5.478 -1.204
C -0.506 -1.879 2.290
O -1.715 -2.497 2.656
C -1.832 -3.822 2.148
C -2.937 -4.505 2.826
C -2.833 -4.331 4.375
N -2.904 -5.943 2.399
H -0.405 -0.926 2.797
H -0.599 -1.740 1.226
H 0.368 -2.495 2.395
H -1.836 -3.738 1.050
H -0.963 -4.412 2.512
H -3.865 -4.001 2.570
H -3.622 -4.942 4.893
H -3.033 -3.306 4.608
H -1.843 -4.692 4.671
H -3.135 -6.182 1.383
H -3.576 -6.427 3.022
C -2.210 4.462 -0.655
O -1.447 5.050 0.395
C -0.454 4.224 0.927
C -1.049 3.078 1.704
C -2.116 3.595 2.675
N 0.010 2.377 2.359
H -3.015 3.862 -0.263
H -1.507 3.894 -1.293
H -2.755 5.176 -1.268
H 0.186 3.888 0.101
H 0.077 4.761 1.699
H -1.520 2.342 1.007
H -3.028 3.937 2.137
H -1.713 4.387 3.286
H -2.434 2.814 3.314
H -0.287 1.660 2.969
H 0.602 2.964 2.915
C 0.822 4.442 -3.872
O 1.499 4.887 -2.710
C 1.170 6.250 -2.325
C 1.763 6.488 -0.851
C 1.048 7.599 -0.101
N 3.175 6.652 -0.815
H -0.226 4.742 -3.845
H 0.840 3.321 -3.951
H 1.239 4.836 -4.787
H 1.695 6.993 -2.993
H 0.120 6.291 -2.420
H 1.533 5.564 -0.442
H 1.431 7.749 0.914
H -0.011 7.361 -0.069
H 1.178 8.577 -0.653
H 3.692 5.799 -0.908
H 3.557 7.442 -1.332
C 1.878 1.120 -1.435
C 0.653 0.239 -1.287
C -0.525 0.700 -2.187
O 0.966 -1.158 -1.594
H 2.327 0.803 -2.336
H 2.609 0.842 -0.634
H 1.734 2.239 -1.482
H 0.240 0.245 -0.227
H -0.896 1.580 -1.771
H -1.323 -0.009 -2.315
H -0.108 0.828 -3.178
H 1.370 -1.475 -0.819
C 3.544 -3.521 0.866
C 3.501 -2.266 1.749
C 4.903 -1.764 2.071
O 2.743 -1.371 1.009
H 4.144 -4.313 1.224
H 4.082 -3.237 -0.083
H 2.544 -3.928 0.661
H 2.974 -2.470 2.702
H 5.362 -1.446 1.154
H 5.482 -2.496 2.611
H 4.785 -0.847 2.703
H 2.788 -0.528 1.429
*
```